No. 1
Below is C27H45BrIrN2OP2 as an isolated structure at a distorted geometry, with properties calculated with ωB97M-V with the def2-TZVPD basis set.

Values from the calculation:
total charge: +4
energy relative to the best compared isomer or geometry (same formula, charge and spin): 0.0 kcal per mole
⟨S²⟩: 8.822
orbital gap (spin up / spin down): 0.248 / 0.165 Eh
F_max: 5.31 eV/A
spin multiplicity: 6

Element x y z (Å)
N  -5.81  3.71  -3.77
C  -5.78  4.01  -2.45
C  -5.05  3.27  -1.53
C  -4.29  2.17  -2.00
C  -4.38  1.83  -3.39
C  -5.13  2.65  -4.23
C  -3.28  1.60  -1.19
Ir  -1.31  -0.04  -0.42
P  4.06  -0.56  0.69
C  -2.19  0.95  -1.83
C  -0.91  1.63  -1.61
C  0.25  1.06  -2.20
C  1.47  1.24  -1.56
C  1.50  1.71  -0.23
C  0.42  2.52  0.21
C  -0.78  2.53  -0.50
Br  0.59  -0.24  1.21
H  -3.29  1.79  -0.12
H  -2.34  0.56  -2.85
H  -5.02  3.58  -0.48
H  -3.82  1.00  -3.80
H  -6.37  4.88  -2.15
H  -5.16  2.39  -5.30
H  0.14  0.57  -3.18
H  -1.60  3.16  -0.24
H  2.39  0.98  -2.09
H  0.56  3.12  1.11
P  -1.37  -2.20  -0.36
C  3.62  1.09  1.11
C  4.63  2.17  0.76
H  3.29  1.15  2.16
H  2.44  1.57  0.41
H  4.21  3.16  1.02
H  5.59  2.04  1.29
H  4.83  2.17  -0.33
C  3.89  -0.98  -1.07
C  4.98  -1.98  -1.56
H  3.97  -0.06  -1.67
H  2.88  -1.39  -1.20
H  4.78  -2.26  -2.60
H  5.98  -1.51  -1.53
H  4.99  -2.89  -0.95
C  3.28  -1.70  1.84
C  4.09  -2.12  3.06
H  2.94  -2.57  1.25
H  2.39  -1.16  2.21
H  3.65  -3.03  3.48
H  5.13  -2.34  2.82
H  4.07  -1.37  3.85
C  -1.04  -3.59  0.76
C  -1.78  -4.86  0.35
H  -1.31  -3.24  1.77
H  0.04  -3.74  0.75
H  -2.87  -4.75  0.38
H  -1.51  -5.20  -0.66
H  -1.53  -5.67  1.04
C  -0.25  -2.64  -1.78
C  -1.03  -2.86  -3.07
H  0.30  -3.54  -1.46
H  0.49  -1.83  -1.89
H  -1.88  -3.54  -2.90
H  -1.40  -1.91  -3.48
H  -0.35  -3.31  -3.82
C  -3.24  -1.99  -0.21
C  -3.47  -1.06  1.00
H  -3.66  -2.98  -0.07
H  -3.61  -1.54  -1.14
H  -4.45  -0.58  0.92
H  -3.40  -1.61  1.95
H  -2.72  -0.22  1.08
C  1.80  3.34  4.62
C  1.08  2.16  4.03
N  -0.06  1.75  4.62
O  1.53  1.58  3.03
H  1.93  3.26  5.71
H  1.26  4.26  4.37
H  2.79  3.39  4.14
H  -0.43  0.86  4.33
H  -0.38  2.16  5.49

***

No. 2
Below is C27H45CeCl2OPS as an isolated structure at a distorted geometry, with properties calculated with ωB97M-V with the def2-TZVPD basis set.

Values from the calculation:
total charge: 0
energy relative to the best compared isomer or geometry (same formula, charge and spin): 0.0 kcal per mole
orbital gap (spin up / spin down): 0.206 / 0.206 Eh
F_max: 3.43 eV/A

Element x y z (Å)
P  0.13  -0.98  -4.20
C  1.68  -0.35  -5.10
C  1.94  -0.75  -6.56
C  3.34  -0.31  -7.01
C  3.65  1.17  -6.72
C  3.23  1.63  -5.32
C  1.81  1.17  -4.95
C  -1.27  -0.07  -5.07
C  -1.14  0.07  -6.59
C  -2.45  0.60  -7.18
C  -2.91  1.90  -6.52
C  -2.84  1.89  -4.98
C  -1.53  1.30  -4.44
C  -0.03  -2.67  -5.00
C  1.16  -3.55  -4.59
C  1.08  -4.95  -5.22
C  -0.27  -5.64  -4.98
C  -1.48  -4.74  -5.25
C  -1.36  -3.34  -4.63
H  2.46  -0.82  -4.47
H  1.21  -0.27  -7.22
H  1.83  -1.83  -6.71
H  3.44  -0.50  -8.08
H  4.09  -0.94  -6.50
H  4.72  1.34  -6.86
H  3.13  1.79  -7.47
H  3.93  1.23  -4.58
H  3.27  2.72  -5.26
H  1.57  1.48  -3.93
H  1.09  1.67  -5.63
H  -2.14  -0.71  -4.85
H  -3.23  -0.17  -7.05
H  -0.88  -0.88  -7.07
H  -0.34  0.79  -6.82
H  -2.32  0.75  -8.25
H  -3.94  2.11  -6.83
H  -2.30  2.73  -6.90
H  -2.97  2.91  -4.60
H  -3.67  1.29  -4.59
H  -1.58  1.22  -3.34
H  -0.70  1.99  -4.67
H  -0.01  -2.50  -6.09
H  2.12  -3.09  -4.88
H  1.17  -3.64  -3.50
H  1.24  -4.87  -6.31
H  1.89  -5.56  -4.82
H  -0.31  -5.98  -3.93
H  -0.34  -6.54  -5.60
H  -2.39  -5.22  -4.86
H  -1.61  -4.64  -6.33
H  -2.21  -2.73  -4.97
H  -1.45  -3.40  -3.54
Ce  -0.10  -0.67  -0.48
Cl  -2.44  -1.01  -1.47
Cl  2.21  -0.13  -1.51
C  -0.40  1.40  0.23
H  -0.88  1.20  1.22
C  -0.39  2.81  -0.04
C  -1.05  3.73  0.83
C  -1.25  5.05  0.45
C  -0.75  5.52  -0.78
C  0.01  4.67  -1.59
C  0.22  3.35  -1.22
H  -1.42  3.36  1.79
H  -1.79  5.72  1.11
H  0.45  5.06  -2.52
H  0.85  2.68  -1.81
H  -0.94  6.55  -1.08
C  -0.16  -3.38  3.47
S  -0.95  -1.86  2.90
C  -0.17  -0.79  4.12
O  -0.21  -1.50  1.56
H  -0.66  -3.67  4.40
H  0.92  -3.22  3.63
H  -0.32  -4.18  2.73
H  0.92  -0.77  3.94
H  -0.58  0.22  4.02
H  -0.40  -1.18  5.12